# C38H55ClOP4Ti

C38H55ClOP4Ti as an isolated structure (ωB97M-V/def2-TZVPD, OMol25).

The HOMO energy is -11.7 eV. Its charge is +2. For the lowest unoccupied orbital energy, the calculation gives -8.8 eV.

XYZ file:
```
100
Properties=species:S:1:pos:R:3:forces:R:3
P 1.826130 1.106577 -4.839572 0.41 -0.12 -1.45
C 3.393466 1.419767 -4.034670 0.54 -0.11 0.76
C 4.527864 0.815045 -4.628083 -0.27 0.55 0.41
H 4.381891 0.023108 -5.360766 0.09 0.26 -0.01
C 5.801781 1.260551 -4.290605 -0.04 0.11 0.28
H 6.679716 0.805463 -4.752695 -0.27 0.20 0.11
C 5.952056 2.307699 -3.366721 -0.23 -0.18 -0.03
H 6.947113 2.713483 -3.167142 -0.37 -0.18 0.01
C 4.834815 2.820183 -2.695155 0.21 -0.01 0.05
H 4.967350 3.591804 -1.932111 -0.02 -0.25 -0.27
C 3.553304 2.360122 -3.002285 0.43 -0.31 -0.45
H 2.680529 2.732430 -2.465633 0.18 0.14 -0.26
C 1.061271 -0.413477 -4.274738 -0.53 -0.34 0.81
C 1.760014 -1.379758 -3.519575 -0.25 0.24 -0.20
H 2.640624 -1.086407 -2.941149 -0.10 -0.10 -0.41
C 1.330191 -2.705642 -3.529855 -0.17 -0.14 0.11
H 1.901369 -3.469909 -2.993681 -0.18 0.25 -0.20
C 0.182952 -3.067599 -4.240971 0.01 -0.17 0.17
H -0.117489 -4.115260 -4.295898 0.11 0.27 0.01
C -0.591195 -2.090709 -4.872685 -0.12 0.19 0.24
H -1.511085 -2.367395 -5.392462 0.27 0.06 0.15
C -0.182783 -0.760642 -4.854950 0.35 -0.25 0.13
H -0.793790 0.008794 -5.332208 0.28 -0.23 -0.09
C 0.685347 2.469581 -4.581005 -0.30 0.51 0.51
C 0.672847 3.475175 -5.574942 -0.24 -0.49 0.60
H 1.463943 3.471723 -6.325729 -0.34 -0.01 0.06
C -0.340284 4.428942 -5.577693 -0.07 0.04 0.30
H -0.352276 5.211589 -6.337924 -0.05 -0.27 0.21
C -1.343335 4.381805 -4.600336 0.17 -0.13 0.02
H -2.163368 5.097941 -4.638074 0.21 -0.17 0.05
C -1.283143 3.440656 -3.563703 0.04 0.08 -0.01
H -2.042195 3.442778 -2.776515 0.20 0.09 -0.24
C -0.248403 2.502903 -3.527741 0.04 0.50 -0.58
H -0.121515 1.834931 -2.669135 -0.16 0.01 -0.44
Ti 0.187955 0.204110 1.533993 1.02 -1.63 10.86
C -1.370716 -1.366002 1.269840 -0.04 0.49 -1.16
C -1.838543 -1.554297 0.025272 -0.02 0.00 0.07
H -1.802563 -1.871382 2.145605 0.26 0.17 -0.38
C -1.110585 -0.822091 -1.111380 -1.69 -0.86 -0.66
O -2.109715 -0.102232 -1.883132 1.03 -0.20 0.67
H -1.696414 0.468611 -2.554870 0.10 -0.33 -0.04
C -0.124740 0.085589 -0.522166 0.92 4.05 -0.81
H -0.559939 -1.537275 -1.743458 -0.06 0.12 -0.19
C 0.347581 1.199179 -0.059093 -1.77 -1.79 -7.04
Cl 2.180080 1.186698 2.299546 -0.88 -0.36 -0.87
P -1.415656 2.196086 1.976070 -0.05 0.12 0.21
P 1.625588 -1.967359 1.780755 0.54 -0.22 0.32
C -0.821655 3.172266 3.382552 0.04 -0.07 0.12
H 0.104610 3.684945 3.094105 -0.24 -0.04 0.06
H -0.597302 2.482749 4.202543 -0.09 0.29 -0.15
H -1.592434 3.896255 3.671818 0.21 -0.07 -0.02
C -1.822250 3.475130 0.738460 0.08 -0.07 -0.21
H -2.438210 3.042148 -0.062942 0.17 0.13 0.19
H -0.903248 3.880994 0.297577 -0.24 0.08 0.10
H -2.385947 4.284115 1.230620 0.22 -0.25 -0.24
C -3.061865 1.553677 2.379098 -0.11 -0.12 0.08
H -2.958183 0.773875 3.138208 -0.10 0.21 -0.03
H -3.499187 1.109180 1.473928 0.05 0.20 0.20
H -3.692524 2.376289 2.740045 0.03 -0.25 -0.08
C 2.444545 -2.140143 3.400696 -0.14 0.20 0.08
H 1.686903 -2.094979 4.193674 0.20 -0.04 -0.17
H 3.145566 -1.309151 3.542039 -0.14 -0.22 0.00
H 2.971760 -3.103136 3.434681 -0.08 0.29 0.02
C 0.984107 -3.648979 1.513085 -0.37 0.01 -0.09
H 0.657365 -3.757811 0.470160 0.09 -0.05 0.23
H 0.118099 -3.809247 2.168275 0.23 -0.10 -0.10
H 1.767992 -4.385685 1.741457 -0.28 0.20 -0.11
C 3.019601 -1.898116 0.602434 -0.03 0.12 -0.06
H 3.436335 -0.883752 0.602352 0.01 -0.27 -0.02
H 2.658577 -2.139919 -0.406270 0.13 0.05 0.19
H 3.789817 -2.620363 0.907550 -0.18 0.19 -0.16
P -3.263294 -2.610085 -0.402146 0.75 0.56 -0.29
C -3.807063 -3.572679 1.001844 0.02 -0.19 0.22
C -2.697726 -3.674977 -1.729949 -0.20 -0.22 0.02
H -4.003561 -2.918278 1.862064 0.02 -0.18 -0.24
H -3.053593 -4.325940 1.270518 -0.19 0.24 -0.05
H -4.737380 -4.089711 0.720520 0.26 0.17 0.10
H -2.376325 -3.058551 -2.579463 -0.06 -0.14 0.15
H -3.528785 -4.325387 -2.034501 0.28 0.08 -0.04
H -1.856206 -4.285084 -1.372467 -0.24 0.14 -0.14
C -4.604188 -1.580122 -0.991361 -0.16 -0.02 -0.02
H -5.049629 -1.037135 -0.147331 0.08 -0.13 -0.22
H -5.358096 -2.225661 -1.460515 0.08 0.22 0.10
H -4.191786 -0.868118 -1.716399 -0.22 -0.23 0.18
H 0.691556 2.118829 -0.514673 0.43 0.16 0.54
C -1.449339 0.562636 6.998542 -0.24 0.13 0.00
C -0.285304 -0.125028 6.280672 0.00 0.12 0.40
C 1.026896 0.583261 6.634152 0.27 0.16 -0.08
C -0.218241 -1.580333 6.750168 -0.03 -0.26 -0.08
C -0.456731 -0.044790 4.825584 -0.03 -0.13 -0.53
C -0.506229 0.077150 3.606312 0.55 -0.47 -0.93
H -1.295603 0.512004 8.083464 -0.03 0.02 -0.23
H -2.393874 0.064103 6.758176 0.08 0.11 0.07
H -1.523281 1.616339 6.710045 -0.02 -0.12 0.06
H 1.188840 0.575604 7.718092 -0.07 -0.03 -0.19
H 1.871609 0.081169 6.150324 -0.06 0.11 0.09
H 1.005684 1.623883 6.292818 0.05 -0.12 0.09
H -1.123418 -2.120141 6.456963 0.11 -0.01 0.07
H 0.651994 -2.091665 6.328198 -0.10 0.01 0.05
H -0.135446 -1.607517 7.843627 0.00 0.01 -0.24
```
Positions in Å, forces in eV/Å.